[1]
Below is a structure of composition C36H57AsCrN3O2SeSi3, with properties calculated with ωB97M-V/def2-TZVPD.

HOMO-LUMO gap (spin up / spin down) in eV: 6.33 / 6.20
HOMO energy (spin up / spin down) in eV: -6.1812 / -6.1948
Maximum force in eV/Å: 0.3
Calculated total energy in hartree: -8271.06037
Net charge: 0
LUMO (spin up / spin down) in eV: 0.153 / 0.010
Spin multiplicity: 4

Last column: Mulliken charge in e.
Element x y z (Å)
Cr (0.179, -0.946, -0.013)  -0.19
C (-1.999, -2.982, -0.929)  -1.32
N (-0.537, -2.829, -0.963)  1.38
C (0.089, -4.057, -0.379)  -1.23
C (0.344, -4.111, 1.133)  -0.91
C (-0.463, -3.181, 2.031)  -1.59
N (0.056, -1.823, 1.901)  1.65
C (0.836, -1.418, 2.836)  -0.12
C (1.611, -0.211, 2.872)  0.39
C (2.440, -0.006, 3.992)  -0.96
C (3.196, 1.131, 4.120)  -1.13
C (3.124, 2.102, 3.111)  -0.47
C (2.319, 1.937, 2.009)  -0.55
C (1.543, 0.769, 1.853)  -0.08
O (0.757, 0.660, 0.817)  -0.24
C (-0.121, -2.826, -2.400)  -1.42
C (-0.818, -1.805, -3.286)  -1.21
C (-0.639, -0.349, -2.803)  -0.46
N (0.463, -0.257, -1.866)  1.70
C (1.654, 0.028, -2.388)  -1.66
C (2.881, -0.635, -1.953)  1.03
C (4.009, -0.533, -2.778)  -0.53
C (5.176, -1.214, -2.506)  -0.79
C (5.234, -2.015, -1.368)  -0.79
C (4.136, -2.141, -0.541)  -0.77
C (2.934, -1.469, -0.822)  -0.45
O (1.901, -1.696, -0.016)  0.30
H (-2.311, -3.826, -1.557)  0.27
H (-2.464, -2.077, -1.292)  -0.13
H (-2.351, -3.154, 0.083)  0.37
H (1.047, -4.193, -0.876)  0.51
H (-0.549, -4.896, -0.682)  0.62
H (1.392, -3.873, 1.312)  0.28
H (0.184, -5.142, 1.456)  0.58
H (-0.362, -3.516, 3.069)  0.71
H (-1.527, -3.193, 1.802)  0.12
H (0.948, -2.058, 3.718)  0.31
H (2.471, -0.774, 4.758)  0.43
H (3.836, 1.277, 4.979)  0.40
H (3.724, 3.001, 3.192)  0.44
H (2.281, 2.666, 1.210)  0.46
H (-0.317, -3.829, -2.802)  0.68
H (0.956, -2.666, -2.411)  0.40
H (-1.880, -2.046, -3.390)  0.39
H (-0.391, -1.930, -4.284)  0.44
H (-1.557, 0.004, -2.333)  -1.03
H (-0.462, 0.308, -3.661)  0.66
H (1.661, 0.311, -3.436)  0.59
H (3.949, 0.117, -3.643)  0.37
H (6.037, -1.104, -3.151)  0.44
H (6.148, -2.544, -1.123)  0.39
H (4.171, -2.764, 0.345)  0.46
C (-1.356, 1.291, 3.606)  -0.77
Si (-2.824, 0.613, 2.673)  0.34
C (-4.255, 1.744, 3.100)  -1.23
C (-3.251, -1.104, 3.292)  -0.88
As (-2.295, 0.399, 0.357)  1.48
Si (-4.452, 0.054, -0.608)  0.67
C (-4.381, 0.339, -2.459)  -1.03
C (-5.116, -1.688, -0.339)  -1.29
C (-5.787, 1.172, 0.090)  -1.35
Si (-1.881, 2.669, -0.354)  0.42
C (-3.439, 3.705, -0.219)  -1.19
C (-0.534, 3.450, 0.673)  -0.46
C (-1.363, 2.634, -2.139)  -0.49
H (-1.473, 1.021, 4.661)  0.49
H (-1.344, 2.382, 3.552)  0.38
H (-0.389, 0.925, 3.266)  0.01
H (-4.157, 1.932, 4.175)  0.41
H (-5.233, 1.298, 2.931)  0.34
H (-4.223, 2.710, 2.598)  0.25
H (-3.711, -1.028, 4.282)  0.49
H (-2.357, -1.721, 3.386)  0.13
H (-3.958, -1.616, 2.636)  0.16
H (-3.666, -0.306, -2.973)  0.23
H (-4.154, 1.374, -2.721)  0.27
H (-5.377, 0.108, -2.853)  0.50
H (-4.733, -2.418, -1.051)  0.36
H (-6.199, -1.629, -0.489)  0.41
H (-4.947, -2.069, 0.671)  0.25
H (-5.481, 2.188, 0.323)  0.38
H (-6.230, 0.730, 0.984)  0.36
H (-6.575, 1.222, -0.669)  0.40
H (-3.778, 3.837, 0.809)  0.34
H (-4.274, 3.336, -0.818)  0.27
H (-3.176, 4.697, -0.604)  0.40
H (-0.331, 2.943, 1.613)  -0.26
H (-0.797, 4.491, 0.884)  0.65
H (0.389, 3.432, 0.088)  -0.10
H (-2.154, 2.304, -2.815)  0.31
H (-0.485, 2.003, -2.273)  -0.51
H (-1.072, 3.649, -2.425)  0.53
Se (2.306, 2.472, -1.940)  -0.01
C (4.176, 2.257, -1.662)  -0.37
C (4.660, 1.627, -0.512)  0.30
C (6.020, 1.429, -0.324)  -0.80
C (6.930, 1.857, -1.280)  -0.53
C (6.463, 2.488, -2.426)  -0.62
C (5.103, 2.682, -2.616)  -0.63
H (3.959, 1.271, 0.229)  0.60
H (6.367, 0.927, 0.572)  0.42
H (7.992, 1.700, -1.135)  0.39
H (7.162, 2.828, -3.182)  0.38
H (4.743, 3.168, -3.514)  0.45

Atomic forces in eV per Å
0.249 -0.074 -0.103
-0.022 -0.087 0.046
0.003 -0.117 -0.040
-0.046 0.056 -0.065
-0.044 -0.033 -0.011
0.031 0.113 0.051
-0.033 0.035 -0.100
-0.020 -0.003 0.017
0.117 -0.053 -0.037
-0.004 -0.016 -0.019
-0.006 0.006 0.005
0.011 0.042 0.007
-0.046 -0.047 -0.006
0.030 0.024 -0.063
0.057 0.054 0.135
-0.025 -0.017 0.063
-0.011 0.004 -0.025
0.069 -0.137 -0.065
-0.210 -0.013 0.174
0.103 0.071 0.051
0.000 -0.068 -0.023
0.008 -0.003 -0.001
0.001 0.033 -0.005
-0.001 -0.011 0.046
-0.008 0.040 -0.035
0.012 0.011 -0.012
0.061 -0.104 -0.057
-0.002 -0.014 0.017
-0.112 0.122 -0.070
-0.005 0.026 0.000
0.025 0.048 0.000
0.021 -0.028 0.001
0.036 -0.024 0.011
-0.024 0.014 0.008
0.015 -0.015 0.021
-0.033 0.012 -0.012
0.000 -0.019 0.009
0.003 0.008 -0.002
-0.005 -0.003 -0.007
-0.005 -0.010 -0.004
0.006 0.013 0.025
-0.007 -0.012 0.006
0.012 0.016 -0.024
0.009 0.013 -0.037
0.068 0.014 0.026
-0.008 -0.054 0.049
-0.049 -0.030 -0.028
-0.018 -0.043 -0.046
-0.004 -0.016 0.013
-0.006 0.000 0.007
-0.002 0.000 -0.006
-0.012 0.001 -0.002
-0.035 0.015 0.016
0.119 0.042 -0.111
0.007 -0.009 0.058
-0.036 -0.037 0.021
-0.160 0.159 -0.015
0.079 0.018 0.117
-0.052 -0.018 -0.043
-0.030 0.006 0.006
-0.105 -0.033 -0.027
0.033 -0.142 0.177
0.006 0.123 -0.082
-0.053 0.049 -0.009
0.049 0.116 -0.096
0.019 0.005 -0.008
0.009 0.004 -0.013
-0.182 0.044 0.068
-0.055 0.015 -0.026
-0.044 -0.022 -0.047
0.026 -0.016 -0.015
0.018 -0.004 -0.011
0.007 -0.009 -0.016
0.022 0.013 0.035
0.005 0.001 0.019
-0.003 -0.024 0.037
0.040 0.015 -0.032
0.061 -0.010 -0.004
0.027 -0.046 0.018
0.003 0.029 -0.029
-0.008 -0.080 0.037
0.016 0.000 0.021
-0.010 0.022 0.051
0.000 -0.019 -0.025
0.110 0.035 -0.018
-0.022 -0.008 0.023
-0.046 -0.010 0.016
0.013 -0.007 -0.006
0.016 -0.019 0.015
0.047 -0.002 -0.001
-0.018 0.128 0.055
-0.024 0.002 0.020
-0.033 -0.076 -0.051
0.065 0.006 0.083
-0.033 0.005 -0.051
0.032 -0.009 -0.013
-0.016 -0.002 -0.006
0.004 0.000 0.002
-0.029 0.035 -0.033
0.006 -0.010 0.003
-0.006 0.003 -0.004
-0.008 0.004 -0.002
-0.006 -0.004 0.010
0.001 -0.006 0.002

---

[2]
Below is a cluster of 2 separate species, C6H4O in total, with properties calculated with ωB97M-V/def2-TZVPD.

HOMO-LUMO gap in eV: 8.54
HOMO energy in eV: -9.1645
Maximum force in eV/Å: 4.4
SMILES: C=C=C=C=O.C#C
Calculated total energy in hartree: -306.03495
Net charge: 0
LUMO in eV: -0.628

Last column: Mulliken charge in e.
Element x y z (Å)
C (-1.939, -0.310, -0.775)  -0.82
C (-1.170, 0.749, -0.560)  0.47
C (-0.269, 1.584, -0.228)  -0.68
C (0.855, 1.673, 0.449)  0.82
O (1.807, 2.024, 1.006)  -0.29
H (-2.867, -0.391, -0.221)  0.27
H (-1.945, -0.777, -1.754)  0.29
C (0.833, -1.099, 0.418)  -0.41
C (2.031, -1.158, 0.699)  -0.02
H (-0.433, -1.041, 0.024)  0.02
H (3.098, -1.253, 0.943)  0.35

Atomic forces in eV per Å
-0.670 1.112 -0.586
0.182 -0.341 0.198
-0.116 0.011 -0.056
0.374 0.826 0.283
-0.828 -0.565 -0.529
0.129 -0.172 0.255
0.258 -0.112 0.068
-0.640 -0.427 -0.392
-1.626 -0.143 -0.407
4.149 -0.353 1.404
-1.213 0.163 -0.238

---

[3]
Below is a structure of composition C5H9NO2, with properties calculated with ωB97M-V/def2-TZVPD.

HOMO-LUMO gap in eV: 8.17
HOMO energy in eV: -7.6571
Maximum force in eV/Å: 4.2
Calculated total energy in hartree: -401.01401
Net charge: 0
LUMO in eV: 0.510

Last column: Mulliken charge in e.
Element x y z (Å)
C (0.295, 1.238, 0.080)  -0.40
C (1.755, -1.319, 0.156)  -1.30
C (-1.710, -0.565, 0.001)  0.51
C (-0.677, -1.234, -0.492)  -0.80
C (0.616, -0.574, -0.491)  0.54
O (-0.540, 1.530, 1.163)  -0.52
O (-0.063, 1.949, -1.069)  -0.52
N (-2.784, -0.308, 0.505)  -0.56
H (-0.525, 2.486, 1.312)  0.32
H (-0.961, 1.689, -1.315)  0.37
H (1.322, 1.542, 0.310)  0.38
H (-3.029, 0.501, 1.063)  0.29
H (-0.770, -2.293, -0.710)  0.37
H (0.885, -0.134, -1.445)  0.27
H (2.564, -0.637, 0.426)  0.34
H (1.431, -1.839, 1.056)  0.35
H (2.191, -2.031, -0.549)  0.36

Atomic forces in eV per Å
2.037 -1.927 -0.705
0.113 0.470 0.251
-1.150 -2.510 0.578
-0.812 0.099 0.191
-0.193 4.123 0.674
-0.230 -0.653 -0.011
-0.280 -0.070 0.177
0.744 1.784 -0.625
0.129 -0.131 -0.146
0.048 -0.003 -0.068
-0.106 0.039 -0.100
-0.259 -0.718 0.108
-0.261 0.084 0.043
0.374 -0.434 -0.391
0.005 0.032 0.018
0.015 -0.064 -0.017
-0.173 -0.121 0.023

---

[4]
Below is a structure of composition C32H14BF5N10S2V, with properties calculated with ωB97M-V/def2-TZVPD.

HOMO-LUMO gap (spin up / spin down) in eV: 6.95 / 4.67
HOMO energy (spin up / spin down) in eV: -2.7324 / -2.7322
Maximum force in eV/Å: 1.7
Calculated total energy in hartree: -4040.10195
Net charge: -2
LUMO (spin up / spin down) in eV: 4.218 / 1.938
Spin multiplicity: 4

Last column: Mulliken charge in e.
Element x y z (Å)
V (0.217, 1.418, -0.354)  -0.18
B (-0.148, 4.763, -0.167)  0.14
N (1.251, 4.193, -0.478)  -0.38
C (2.347, 4.879, -0.808)  -0.20
C (3.397, 3.990, -0.951)  -1.21
C (2.829, 2.750, -0.681)  -0.32
N (1.540, 2.903, -0.398)  0.92
N (-1.157, 3.967, -1.016)  -0.33
C (-2.211, 4.455, -1.678)  -0.22
C (-2.874, 3.405, -2.287)  -1.30
C (-2.124, 2.284, -1.942)  -0.36
N (-1.106, 2.651, -1.171)  1.07
H (-0.382, 4.621, 0.999)  -0.15
H (-0.170, 5.907, -0.501)  -0.19
H (2.326, 5.947, -0.911)  0.41
H (4.412, 4.209, -1.216)  0.42
H (3.289, 1.777, -0.680)  0.48
H (-2.436, 5.504, -1.677)  0.43
H (-3.761, 3.444, -2.891)  0.43
H (-2.270, 1.254, -2.225)  0.39
S (-1.350, -0.244, -0.197)  -0.55
C (-0.691, -1.429, 0.858)  0.39
C (-1.522, -2.406, 1.398)  -1.21
C (-1.022, -3.365, 2.271)  0.58
C (-1.885, -4.306, 2.859)  -0.23
N (-2.593, -5.065, 3.351)  -0.65
C (0.359, -3.360, 2.592)  0.76
C (1.193, -2.408, 2.018)  -1.34
C (0.695, -1.426, 1.164)  0.96
S (1.733, -0.236, 0.487)  -0.54
C (0.890, -4.289, 3.505)  -0.25
N (1.339, -5.017, 4.274)  -0.65
H (-2.573, -2.395, 1.140)  0.54
H (2.242, -2.403, 2.273)  0.54
F (-1.168, 2.977, 5.477)  -0.39
C (-0.857, 2.654, 4.184)  0.55
C (0.466, 2.612, 3.798)  -0.84
C (0.763, 2.280, 2.485)  -0.25
C (-0.228, 2.001, 1.543)  1.10
C (-1.549, 2.070, 1.986)  -0.35
C (-1.876, 2.381, 3.296)  -0.88
H (1.246, 2.820, 4.517)  0.40
H (1.808, 2.242, 2.198)  0.29
H (-2.361, 1.870, 1.295)  0.32
H (-2.903, 2.398, 3.629)  0.40
F (3.067, -3.467, -1.880)  -0.40
C (1.735, -3.278, -1.986)  0.16
C (0.899, -4.321, -1.674)  0.38
F (1.458, -5.491, -1.293)  -0.39
C (-0.512, -4.227, -1.755)  0.56
C (-0.990, -2.975, -2.216)  0.60
C (-0.152, -1.939, -2.539)  0.35
F (-0.692, -0.803, -3.045)  -0.54
C (1.252, -2.020, -2.405)  0.73
C (2.088, -0.891, -2.640)  0.29
C (1.528, 0.379, -2.662)  0.39
N (1.079, 1.448, -2.667)  -0.66
C (3.471, -0.953, -2.788)  -0.07
N (4.609, -0.963, -2.976)  -0.74
F (-2.315, -2.789, -2.382)  -0.47
C (-1.375, -5.306, -1.448)  0.50
C (-0.935, -6.571, -1.052)  -0.06
N (-0.662, -7.654, -0.764)  -0.66
C (-2.764, -5.223, -1.553)  0.12
N (-3.914, -5.230, -1.648)  -0.69

Atomic forces in eV per Å
0.617 -1.521 0.292
0.048 -0.130 0.451
0.141 0.877 -0.192
0.150 -0.033 -0.029
0.057 -0.057 0.044
0.460 0.240 0.098
1.154 0.249 0.181
-0.431 0.762 -0.277
-0.172 -0.094 -0.093
-0.011 -0.045 -0.044
-0.375 0.191 -0.260
-0.953 0.058 -0.471
-0.074 0.077 0.139
-0.027 0.363 -0.199
-0.129 0.142 -0.011
0.151 0.015 -0.028
-0.033 -0.083 -0.012
0.100 0.164 0.063
-0.057 0.017 -0.062
0.051 -0.031 0.068
-0.980 -0.353 -0.341
0.362 -0.271 0.184
0.163 -0.054 0.105
0.940 0.661 -0.321
-0.515 -0.568 0.332
-0.177 -0.165 0.107
-0.711 0.699 -0.876
-0.158 -0.121 0.181
-0.391 -0.098 -0.027
0.719 0.009 0.133
0.360 -0.582 0.661
0.055 -0.098 0.044
-0.003 -0.060 0.048
0.096 -0.013 -0.020
0.035 -0.051 -0.064
-0.005 0.011 -0.112
-0.069 0.064 0.258
-0.022 0.028 -0.010
-0.204 0.211 0.572
-0.023 0.098 0.027
-0.058 0.105 0.291
0.037 0.035 0.072
-0.026 -0.038 -0.021
0.050 -0.033 0.044
-0.091 0.067 0.064
-0.540 0.052 0.034
0.065 -0.613 0.143
0.674 0.042 -0.044
-0.209 0.541 -0.112
-0.242 -0.218 0.040
-0.040 0.632 -0.302
-0.681 0.026 -0.050
0.194 -0.884 -0.029
0.299 0.465 -0.127
-0.909 -1.028 -0.187
-0.144 0.603 -0.255
-0.129 -0.133 -0.060
0.810 -0.100 -0.103
0.226 0.048 0.013
0.582 -0.087 0.070
0.743 0.957 -0.168
0.382 -0.983 0.215
0.024 -0.025 0.044
-1.141 0.099 -0.148
-0.016 -0.037 0.039

---

[5]
Below is a cluster of 2 separate species, C7H16N2O in total, with properties calculated with ωB97M-V/def2-TZVPD.

HOMO-LUMO gap in eV: 8.87
HOMO energy in eV: -8.3612
Maximum force in eV/Å: 1.5
Calculated total energy in hartree: -460.97964
Net charge: 0
LUMO in eV: 0.504

Last column: Mulliken charge in e.
Element x y z (Å)
C (1.697, 0.564, 0.131)  0.95
C (1.462, 1.834, 0.825)  -1.25
C (2.045, 0.585, -1.334)  -1.50
N (2.271, -0.450, 0.866)  -0.57
H (0.195, 0.128, 0.082)  -0.58
H (1.825, -0.592, 1.769)  0.31
H (2.352, -1.334, 0.382)  0.25
H (2.121, 1.975, 1.680)  0.39
H (1.986, -0.409, -1.779)  0.34
H (0.368, 1.785, 1.220)  0.34
H (1.501, 2.692, 0.158)  0.32
H (1.383, 1.263, -1.870)  0.36
H (3.070, 0.948, -1.457)  0.40
C (-1.560, -1.661, -1.176)  -1.29
C (-0.966, 0.011, 0.708)  1.73
C (-1.890, -0.394, -0.435)  0.40
N (-0.671, -1.079, 1.640)  -0.56
C (-2.920, 0.384, -0.754)  -1.10
O (-1.159, 1.147, 1.285)  -0.86
H (-1.002, -0.825, 2.562)  0.25
H (-0.988, -1.997, 1.357)  0.17
H (-2.156, -1.751, -2.083)  0.40
H (-0.502, -1.689, -1.456)  0.20
H (-1.755, -2.551, -0.570)  0.30
H (-3.125, 1.273, -0.176)  0.31
H (-3.582, 0.144, -1.575)  0.30

Atomic forces in eV per Å
-0.874 -0.461 -0.047
-0.921 0.128 0.326
-0.040 -0.059 0.036
-0.047 -0.109 0.086
0.751 0.201 -0.307
0.088 0.065 -0.061
-0.030 0.076 -0.027
0.036 -0.033 -0.006
-0.045 0.020 -0.011
0.785 0.167 -0.187
0.096 -0.030 -0.039
-0.022 -0.056 0.006
-0.029 0.001 0.073
0.007 0.018 -0.008
-0.607 0.618 1.241
0.282 0.084 -0.346
0.308 0.171 -0.386
0.183 -0.057 0.223
0.105 -0.864 -0.460
-0.031 -0.003 -0.138
-0.063 0.132 0.056
0.012 0.012 0.027
-0.013 0.005 0.004
0.009 0.017 -0.001
0.078 0.060 -0.016
-0.019 -0.103 -0.039